{"formula": "C44H28BrF4HgN9O3PS", "method": "wB97M-V/def2-TZVPD", "symbols": ["C", "N", "H", "N", "H", "F", "H", "C", "C", "C", "C", "C", "C", "H", "H", "C", "H", "C", "H", "N", "H", "C", "N", "C", "H", "H", "H", "Hg", "O", "H", "F", "C", "C", "C", "H", "C", "C", "C", "C", "C", "C", "C", "H", "F", "C", "N", "C", "C", "C", "C", "N", "H", "H", "C", "C", "H", "C", "C", "H", "S", "C", "H", "C", "C", "N", "F", "C", "C", "H", "C", "H", "O", "N", "H", "C", "C", "Br", "P", "C", "H", "H", "H", "C", "H", "C", "H", "C", "H", "C", "N", "C", "O"], "positions_angstrom": [[3.71731, 3.46023, -2.77953], [1.05653, 0.89477, -1.35424], [-5.53067, 1.01343, -1.79010], [4.06410, 1.36915, 0.24349], [-2.13566, -3.46052, 1.96863], [-4.83647, -5.29442, -1.19552], [-2.97840, -3.24872, 4.25911], [0.36142, 2.05411, -1.43781], [-1.73042, 4.37060, 1.66408], [-2.52663, -0.46123, -1.25661], [-3.24453, -3.60762, -0.72259], [-2.71627, -0.12215, 2.01847], [-3.83745, -0.04763, -1.02620], [-3.45018, 0.97268, 3.69917], [-2.91180, 5.83092, 2.68141], [-1.26873, -5.22717, -1.71728], [0.77613, 2.62825, -4.77866], [-2.59764, 0.60019, -3.42746], [-2.71224, 4.75357, 4.89674], [4.83196, -3.18013, 0.78584], [1.10753, -4.57665, 3.82399], [1.51740, 0.91513, -3.70931], [0.80898, -1.41311, 2.70890], [-4.51567, 0.68876, -1.98392], [-2.59594, 0.77509, 1.42021], [5.38561, 0.85550, -4.11022], [-0.88286, -0.41131, -2.64833], [1.51257, -0.14833, 0.66158], [3.79230, 4.51141, -5.48125], [2.17693, -0.55196, -2.29933], [-4.25253, -2.86019, -0.26804], [-0.87683, 2.58303, 3.08069], [-2.22155, 4.30007, 4.04277], [-2.92667, -2.37102, 3.62625], [3.26483, 4.39348, -3.08869], [3.90547, -2.37285, 0.44381], [-0.11847, 1.37312, 2.90579], [-3.57155, -4.86256, -1.20379], [-1.50200, 3.13651, 4.20376], [0.41428, -0.76722, 3.84267], [-3.20374, -0.00857, 3.31350], [0.54520, -2.86550, 5.05646], [1.34157, -3.17152, 1.79813], [-0.34050, -6.04594, -2.21649], [-2.36064, -1.36873, 1.50566], [0.06919, 0.52645, 3.92032], [-1.91280, -0.12599, -2.46288], [4.20650, 1.82607, -1.07730], [0.23946, 2.67476, -2.71211], [-3.89866, 1.01120, -3.18638], [0.24631, 1.30080, 1.57512], [-1.81285, 4.82433, 0.68398], [5.29051, 0.09702, -1.75535], [-0.99499, 3.19376, 1.82237], [4.84817, 1.04599, -2.04195], [4.62163, 0.56985, 0.49977], [3.65341, 3.04386, -1.45730], [4.90160, 1.46908, -3.36025], [-2.09302, 0.86584, -4.34710], [4.25539, 3.12859, -5.47420], [0.90539, -3.51561, 3.86518], [-0.29779, 3.61244, -2.74709], [-0.94832, -3.97112, -1.22805], [-1.93851, -3.13554, -0.70401], [3.05413, -1.60085, 0.23021], [-2.87458, -6.89028, -2.16518], [0.31140, -1.52170, 5.05157], [-2.45552, -2.49034, 2.32939], [-4.32692, -0.29963, -0.09423], [5.15042, -4.27933, 0.12708], [4.09114, 2.08816, 0.94933], [3.29392, 2.18735, -6.04711], [-0.22253, 2.69942, -0.40725], [2.04058, 0.49970, -4.55839], [1.60915, 0.35816, -2.46361], [-0.28035, 2.37101, 0.87245], [0.85771, -3.45592, -1.30694], [-1.49637, -1.43787, -0.09608], [0.81520, 2.12432, -3.82058], [0.02010, -0.98437, 5.94386], [0.45325, -3.42776, 5.97965], [-3.65835, -1.03617, 5.13980], [-2.57504, -5.67501, -1.70148], [-1.40988, 2.64757, 5.16619], [-3.30831, -1.13086, 4.11921], [-4.42948, 1.59339, -3.92976], [-2.33589, 4.91743, 2.77475], [3.12995, 3.64591, -0.72120], [1.03142, -2.73272, 2.74183], [5.50000, -5.26374, -0.37371], [4.32475, 2.67409, -3.74286], [5.61540, 2.94333, -5.96548]], "de_lowest_kj_mol": 9.81, "total_charge": -2, "multiplicity": 2, "s2": 0.776, "e_lumo_ev": [3.4314, 3.4298], "gap_ha": [0.163, 0.242]}

=====

{"formula": "C44H28CrN4O3S2", "method": "wB97M-V/def2-TZVPD", "symbols": ["C", "H", "C", "C", "C", "C", "H", "H", "C", "C", "S", "C", "C", "C", "C", "C", "H", "C", "H", "O", "N", "C", "H", "N", "C", "H", "C", "O", "H", "C", "C", "H", "C", "C", "H", "C", "H", "H", "C", "H", "C", "H", "C", "C", "H", "S", "H", "C", "C", "C", "O", "H", "C", "H", "C", "H", "C", "H", "H", "C", "C", "H", "C", "H", "H", "C", "C", "Cr", "C", "N", "C", "N", "C", "H", "C", "C", "H", "C", "H", "C", "H", "C"], "positions_angstrom": [[-1.01495, -6.41759, 0.60224], [-0.06015, -0.86489, 8.61798], [1.17375, -0.02776, 7.08248], [-0.95078, -1.06154, 6.67520], [-1.68629, 3.13551, -2.31470], [-1.25883, 2.51873, -1.10356], [-0.90194, 2.19143, 4.63033], [0.20967, 0.07279, -5.98309], [0.31843, -0.16310, 4.83942], [-1.87212, 5.54547, 0.30199], [-4.26973, -2.01151, 0.63876], [-0.83925, -0.18187, -5.91161], [1.19379, -7.07614, -0.05874], [1.08785, -2.57078, 1.10256], [1.49064, -2.21491, 3.27356], [-0.81527, -0.81310, 5.32328], [-2.02011, -6.67168, 0.90390], [-2.36771, 4.25158, 0.21021], [-3.22958, -0.76217, -3.60489], [-4.11970, -3.28250, -0.06187], [-0.74223, 1.27341, -1.35083], [-1.42991, -0.30639, -4.66135], [-0.80281, 5.69347, 0.36559], [-0.35381, 1.34264, 1.46737], [-3.74350, 4.05070, 0.12855], [-4.77755, 7.26681, 0.24592], [-0.66015, -5.09235, 0.46242], [-5.19932, -1.08849, -0.00201], [-2.34251, 7.63102, 0.38304], [-0.71783, -0.13641, -3.37167], [0.47947, -2.71506, -1.28467], [1.91698, -7.85462, -0.27019], [0.63096, -4.74455, 0.06430], [-3.52003, -0.86097, -5.72531], [-3.49953, -0.89330, -7.87084], [0.26668, -3.45356, -2.48902], [2.19361, 0.72237, 5.35021], [-1.97789, 3.90255, 2.82227], [1.55452, -5.74555, -0.19815], [-1.38573, -4.31031, 0.63724], [-0.20711, -1.28702, -2.78056], [0.40855, -4.51405, -2.60064], [-0.08539, -7.41364, 0.34564], [-1.07723, 2.49590, 1.35702], [-2.10065, 4.12681, -2.38008], [-2.36538, -1.01913, 0.48776], [-5.67385, 4.96930, 0.10450], [-0.85773, 2.15366, 3.55611], [-0.21525, 1.12029, 2.80807], [-0.91862, 1.06875, -2.69272], [-4.47045, -2.15483, 2.07701], [1.91846, -4.18013, 2.38268], [0.04708, -0.67604, 7.55758], [-0.35936, -8.45483, 0.44796], [0.86463, -3.28805, -0.07743], [-4.56163, -1.13943, -5.64975], [1.56700, -3.16840, 2.30102], [-1.11836, -0.28984, -8.03116], [-0.42862, -2.75325, -4.44766], [0.93886, -1.05437, 2.65684], [-0.14976, -2.56106, -3.42591], [2.55401, -5.48172, -0.51903], [-1.58636, -0.38889, -7.05944], [-1.68642, 2.31763, -4.35769], [1.74914, -2.28741, 4.31563], [0.43510, 0.03099, 3.37606], [-2.92528, -0.72496, -6.97020], [-0.23293, -0.08585, 0.02791], [-1.39787, 3.01308, 2.64915], [0.20036, -1.39354, -1.48146], [-2.77921, -0.64921, -4.58061], [0.75981, -1.26155, 1.31463], [-1.47739, 2.22389, -3.30761], [-4.12182, 3.04056, 0.06331], [-4.60519, 5.13012, 0.14741], [-4.10322, 6.42043, 0.22627], [-1.58247, -1.11579, 4.62490], [-1.47227, 3.07573, 0.15739], [-1.83547, -1.56124, 7.04547], [-2.73657, 6.62501, 0.31047], [1.94898, 0.28367, 7.77166], [1.31191, 0.22309, 5.72839]], "total_charge": -2, "multiplicity": 5, "s2": 6.070, "e_lumo_ev": [3.8553, 3.6980], "gap_ha": [0.162, 0.168]}